No. 1
C63H51InNO4P3SSi | ωB97M-V/def2-TZVPD

Summary:
Max |F| (eV/A): 0.6
E (a.u.): -4688.91640

Structure (ORCA input):
```
! RIJCOSX wB97M-V def2-TZVPD def2/J DEFGRID3
* xyz 0 1
In -0.573 0.138 -0.294
C -2.838 4.156 5.760
C -1.589 3.560 5.651
C -1.240 2.887 4.491
C -2.141 2.759 3.439
C -3.387 3.373 3.553
C -3.728 4.075 4.701
P -1.721 1.840 1.886
C -3.477 0.972 1.938
C -3.523 0.050 2.986
C -4.645 -0.723 3.235
C -5.763 -0.596 2.419
C -5.733 0.296 1.359
C -4.598 1.068 1.118
C -0.071 3.009 1.666
C -0.208 4.400 1.686
C 0.829 5.252 1.346
C 2.048 4.721 0.949
C 2.221 3.348 0.937
C 1.188 2.474 1.312
Si 1.464 0.608 1.174
C 3.194 0.247 0.529
C 4.242 0.769 1.300
C 5.560 0.685 0.885
C 5.854 0.081 -0.333
C 4.831 -0.459 -1.093
C 3.501 -0.398 -0.666
P 2.163 -1.156 -1.689
C 2.623 -0.455 -3.328
C 3.305 -1.110 -4.346
C 3.558 -0.468 -5.552
C 3.134 0.837 -5.754
C 2.459 1.503 -4.740
C 2.202 0.857 -3.543
C 2.705 -2.902 -1.808
C 2.075 -3.702 -2.764
C 2.359 -5.055 -2.858
C 3.279 -5.633 -1.993
C 3.896 -4.852 -1.029
C 3.603 -3.498 -0.927
C 1.129 -0.305 2.788
C 1.247 0.421 3.970
C 0.936 -0.139 5.202
C 0.493 -1.448 5.259
C 0.418 -2.206 4.097
C 0.741 -1.654 2.861
P 0.933 -2.670 1.341
C 0.978 -4.381 2.004
C -0.144 -5.189 2.169
C -0.016 -6.466 2.697
C 1.232 -6.951 3.062
C 2.356 -6.153 2.898
C 2.228 -4.879 2.369
C -0.748 -2.635 0.622
C -0.947 -3.306 -0.585
C -2.195 -3.312 -1.184
C -3.261 -2.639 -0.595
C -3.083 -1.975 0.607
C -1.828 -1.971 1.219
H -3.114 4.684 6.663
H -0.883 3.630 6.469
H -0.257 2.458 4.397
H -4.092 3.298 2.737
H -4.699 4.548 4.771
H -2.652 -0.047 3.634
H -4.652 -1.422 4.063
H -6.651 -1.185 2.613
H -6.597 0.399 0.714
H -4.623 1.770 0.295
H -1.163 4.827 1.977
H 0.685 6.325 1.385
H 2.855 5.374 0.640
H 3.175 2.951 0.617
H 4.019 1.247 2.249
H 6.350 1.099 1.497
H 6.876 0.024 -0.684
H 5.063 -0.937 -2.036
H 3.655 -2.126 -4.206
H 4.085 -0.993 -6.338
H 3.325 1.330 -6.697
H 2.117 2.520 -4.891
H 1.651 1.370 -2.762
H 1.358 -3.256 -3.446
H 1.860 -5.659 -3.605
H 3.511 -6.687 -2.071
H 4.612 -5.296 -0.349
H 4.075 -2.908 -0.152
H 1.605 1.442 3.919
H 1.031 0.448 6.107
H 0.228 -1.895 6.209
H 0.119 -3.244 4.163
H -1.125 -4.823 1.890
H -0.897 -7.082 2.826
H 1.327 -7.947 3.473
H 3.332 -6.529 3.175
H 3.106 -4.255 2.239
H -0.116 -3.830 -1.047
H -2.336 -3.820 -2.129
H -4.226 -2.622 -1.084
H -3.912 -1.468 1.087
H -1.699 -1.497 2.190
C 1.635 6.531 -3.290
C 0.633 5.611 -2.649
C 0.979 4.312 -2.297
C 0.040 3.451 -1.756
C -1.254 3.894 -1.548
C -1.622 5.192 -1.882
C -0.675 6.040 -2.425
S -2.498 2.819 -0.892
O -3.753 3.326 -1.360
O -2.384 2.948 0.614
N -2.201 1.332 -1.229
C -2.530 0.923 -2.601
C -1.696 -0.286 -3.040
O -1.981 -0.828 -4.086
O -0.725 -0.634 -2.256
H 2.643 6.123 -3.228
H 1.626 7.513 -2.815
H 1.392 6.676 -4.344
H 1.996 3.967 -2.442
H 0.325 2.437 -1.505
H -2.640 5.515 -1.721
H -0.956 7.052 -2.690
H -2.336 1.720 -3.325
H -3.582 0.651 -2.683
*
```



No. 2
C5H7ClNO | ωB97M-V/def2-TZVPD

Summary:
SMILES: Cc1cc(Cl)[n+](C)o1
Max |F| (eV/A): 2.7
E (a.u.): -784.58686

Structure (ORCA input):
```
! RIJCOSX wB97M-V def2-TZVPD def2/J DEFGRID3
* xyz 1 1
C 1.825 -1.285 0.047
C 0.376 -0.877 0.042
C -0.822 -1.534 0.039
C -1.775 -0.534 -0.073
Cl -3.413 -0.622 0.021
N -1.163 0.663 -0.117
C -1.522 2.047 0.045
O 0.159 0.436 -0.022
H 2.269 -0.652 -0.659
H 2.372 -1.020 1.019
H 2.119 -2.349 -0.305
H -0.932 -2.630 0.109
H -1.197 2.551 0.894
H -1.257 2.690 -0.745
H -2.595 2.007 -0.042
*
```



No. 3
C4H12N2O | ωB97M-V/def2-TZVPD

Summary:
SMILES: CCC/N=C\N.O
Max |F| (eV/A): 2.7
E (a.u.): -344.28883

Structure (ORCA input):
```
! RIJCOSX wB97M-V def2-TZVPD def2/J DEFGRID3
* xyz 0 1
C -2.083 2.236 -0.516
C -0.989 1.186 -0.641
C -0.666 0.670 0.776
N 0.215 -0.497 0.951
C 0.583 -1.639 0.586
N -0.065 -2.624 -0.106
H -1.704 3.254 -0.274
H -2.946 1.832 0.057
H -2.572 2.474 -1.480
H -0.150 1.477 -1.255
H -1.564 0.364 -1.102
H -0.302 1.451 1.429
H -1.611 0.257 1.147
H 1.582 -1.931 0.957
H -1.004 -2.940 0.053
H 0.575 -3.366 -0.344
O 2.740 0.396 -0.562
H 2.256 1.074 -0.079
H 2.831 0.705 -1.474
*
```



No. 4
C2H6Br2N6 | ωB97M-V/def2-TZVPD

Summary:
Max |F| (eV/A): 7.0
E (a.u.): -5555.55487

Structure (ORCA input):
```
! RIJCOSX wB97M-V def2-TZVPD def2/J DEFGRID3
* xyz 2 1
C 1.861 0.016 0.114
C -1.679 0.215 -0.362
N 0.633 0.126 -0.468
N -0.475 0.149 0.135
N 2.263 -0.266 1.413
N -2.614 1.076 -0.232
N 2.726 0.326 -0.861
N -2.133 -1.306 -0.660
Br -2.728 2.906 0.195
Br -3.520 -2.077 0.239
H 1.453 -0.438 2.008
H 3.122 -0.523 1.753
H -3.589 0.691 -0.490
H 2.339 0.655 -1.724
H 3.654 0.242 -0.579
H -1.313 -1.792 -0.479
*
```



No. 5
C5H15NO2 | ωB97M-V/def2-TZVPD

Summary:
SMILES: CN[C@H](C)CCO.O
Max |F| (eV/A): 1.1
E (a.u.): -404.71463

Structure (ORCA input):
```
! RIJCOSX wB97M-V def2-TZVPD def2/J DEFGRID3
* xyz 0 1
C -0.414 -0.706 -1.932
N 0.723 -0.177 -1.167
C 0.328 0.885 -0.228
C 1.613 1.479 0.328
C -0.493 0.298 0.946
C -2.004 0.388 0.798
O -2.671 0.154 2.051
H -0.952 -1.391 -1.291
H -1.055 0.088 -2.337
H -0.008 -1.244 -2.788
H 1.369 0.247 -1.825
H -0.351 1.616 -0.702
H 2.358 1.603 -0.464
H 2.058 0.776 1.020
H 1.484 2.430 0.823
H -0.198 -0.717 1.198
H -0.273 0.920 1.815
H -2.342 1.391 0.549
H -2.350 -0.348 0.077
H -2.155 -0.407 2.637
O 1.891 -2.655 0.485
H 2.135 -2.739 -0.449
H 1.305 -1.890 0.455
*
```



No. 6
C5H4LiO6Pr | ωB97M-V/def2-TZVPD

Summary:
Max |F| (eV/A): 8.5
E (a.u.): -1167.61289

Structure (ORCA input):
```
! RIJCOSX wB97M-V def2-TZVPD def2/J DEFGRID3
* xyz 3 4
O -6.880 -3.539 0.305
C -5.873 -3.035 0.114
O -4.827 -2.560 -0.107
O -0.899 0.363 -0.993
Pr -2.676 -1.455 -0.818
O 2.352 0.477 2.882
C 2.461 0.236 1.662
O 3.148 -0.698 1.184
O 1.974 1.174 0.816
C 1.779 0.791 -0.541
C 0.526 2.210 -1.347
C 0.022 1.083 -0.616
Li 3.435 -1.158 3.101
H 2.859 0.802 -0.781
H 1.846 0.058 -1.367
H 0.757 2.122 -2.412
H -0.003 3.130 -1.083
*
```



No. 7
C11H12CuN2P | ωB97M-V/def2-TZVPD

Summary:
Max |F| (eV/A): 7.7
E (a.u.): -2517.56199

Structure (ORCA input):
```
! RIJCOSX wB97M-V def2-TZVPD def2/J DEFGRID3
* xyz -1 2
C 1.467 -0.141 -2.730
C 0.262 -0.001 -3.709
C -0.708 -0.964 -3.353
C -0.175 -1.713 -2.269
C 1.094 -1.096 -1.779
Cu -0.434 0.148 -1.953
P -0.145 2.145 -0.920
H 2.388 0.388 -2.836
H 0.130 0.757 -4.513
H -1.620 -1.128 -3.917
H 1.423 -1.399 -0.790
H -0.664 -2.580 -1.895
H -1.303 2.408 -0.120
H 0.075 3.326 -1.734
H 0.923 2.032 -0.049
N 2.927 -0.174 4.337
C 1.894 -0.187 3.785
C 0.642 -0.162 3.096
C -0.581 -0.299 3.724
C -1.736 -0.326 2.987
C -1.690 -0.161 1.611
N -0.503 0.099 1.021
C 0.643 0.014 1.701
H -0.602 -0.368 4.789
H -2.710 -0.504 3.447
H -2.589 -0.206 0.939
H 1.589 0.095 1.128
*
```



No. 8
C7H11N2O2 | ωB97M-V/def2-TZVPD

Summary:
Max |F| (eV/A): 5.5
E (a.u.): -532.95750

Structure (ORCA input):
```
! RIJCOSX wB97M-V def2-TZVPD def2/J DEFGRID3
* xyz 1 1
C -2.884 -0.284 2.109
C 0.819 0.376 0.383
C -4.148 0.120 0.040
C 2.925 0.424 -0.467
C -3.206 -0.704 -0.905
C 2.190 1.812 -0.597
C 2.196 -1.701 0.734
N -3.675 0.025 1.295
N 1.868 -0.387 0.262
O -2.072 -0.928 -0.719
O 0.888 1.554 -0.170
H -4.188 1.207 -0.293
H -5.194 -0.152 -0.054
H 3.029 -0.121 -1.402
H 3.851 0.662 0.027
H -3.750 -0.771 -1.976
H -0.141 0.058 0.567
H 2.689 2.663 0.076
H 2.104 2.129 -1.636
H 1.919 -1.690 1.844
H 3.305 -1.849 0.583
H 1.474 -2.442 0.298
*
```



No. 9
C3H9N4 | ωB97M-V/def2-TZVPD

Summary:
Max |F| (eV/A): 4.9
E (a.u.): -338.42084

Structure (ORCA input):
```
! RIJCOSX wB97M-V def2-TZVPD def2/J DEFGRID3
* xyz 1 1
C -0.315 0.817 -0.179
C 0.035 -1.758 -0.540
C 0.412 -0.265 -0.692
N 2.056 -0.685 1.151
N 2.054 0.010 0.186
N -0.311 2.011 -0.843
N -0.971 0.861 0.973
H -1.066 -1.987 -0.780
H 0.692 -2.363 -1.166
H 0.140 -2.016 0.465
H 0.679 0.009 -1.713
H 2.832 -0.593 1.805
H 0.185 2.008 -1.710
H -0.676 2.912 -0.398
H -0.819 0.038 1.509
H -1.235 1.777 1.397
*
```



No. 10
C33H63CoNP2SbSi3 | ωB97M-V/def2-TZVPD

Summary:
Max |F| (eV/A): 0.6
E (a.u.): -4523.78409

Structure (ORCA input):
```
! RIJCOSX wB97M-V def2-TZVPD def2/J DEFGRID3
* xyz 2 5
Co 1.676 0.739 0.027
C 4.224 1.360 3.650
C 4.308 0.078 2.826
C 5.477 0.111 1.843
P 2.759 -0.220 1.904
C 1.358 -0.306 3.096
C 1.374 -1.438 4.118
C 0.075 -0.335 2.269
C 2.846 -1.841 1.111
C 3.123 -3.013 1.818
C 3.016 -4.250 1.209
C 2.588 -4.317 -0.111
C 2.334 -3.167 -0.834
C 2.514 -1.905 -0.256
N 2.312 -0.696 -0.963
C 2.923 -0.478 -2.221
C 3.688 -1.430 -2.908
C 4.280 -1.127 -4.122
C 4.145 0.126 -4.702
C 3.422 1.091 -4.025
C 2.821 0.813 -2.798
P 2.029 2.100 -1.826
C 3.159 3.539 -1.637
C 3.066 4.593 -2.741
C 2.959 4.176 -0.266
C 0.463 2.576 -2.665
C -0.584 1.511 -2.333
C 0.548 2.747 -4.181
H 5.179 1.539 4.145
H 4.018 2.223 3.013
H 3.459 1.314 4.425
H 4.425 -0.783 3.495
H 5.393 0.969 1.171
H 6.414 0.209 2.391
H 5.532 -0.794 1.237
H 1.401 0.650 3.630
H 1.260 -2.408 3.633
H 2.296 -1.454 4.700
H 0.551 -1.317 4.824
H 0.024 -1.228 1.639
H -0.810 -0.326 2.912
H -0.044 0.559 1.629
H 3.427 -2.957 2.855
H 3.246 -5.151 1.760
H 2.463 -5.281 -0.587
H 2.004 -3.240 -1.861
H 3.854 -2.410 -2.495
H 4.867 -1.888 -4.618
H 4.613 0.353 -5.648
H 3.341 2.085 -4.445
H 4.151 3.075 -1.677
H 2.061 5.011 -2.813
H 3.743 5.417 -2.510
H 3.350 4.205 -3.719
H 1.984 4.663 -0.192
H 3.039 3.448 0.546
H 3.718 4.942 -0.105
H 0.164 3.525 -2.204
H -0.288 0.544 -2.747
H -0.731 1.383 -1.253
H -1.546 1.785 -2.766
H 0.787 1.795 -4.658
H -0.419 3.075 -4.563
H 1.290 3.481 -4.490
C -5.940 -1.992 -1.576
Si -4.104 -1.773 -1.797
C -3.151 -3.372 -1.817
C -3.687 -0.643 -3.216
Sb -3.326 -0.587 0.377
Si -3.948 1.889 0.793
C -5.806 1.855 0.929
C -3.095 2.383 2.374
C -3.338 2.869 -0.669
Si -3.671 -2.147 2.426
C -5.355 -2.897 2.155
C -2.307 -3.416 2.370
C -3.625 -1.103 3.968
H -6.322 -2.516 -2.457
H -6.461 -1.035 -1.517
H -6.204 -2.584 -0.701
H -3.412 -3.941 -2.713
H -3.384 -3.998 -0.955
H -2.074 -3.197 -1.837
H -4.142 -1.038 -4.128
H -2.612 -0.583 -3.382
H -4.077 0.364 -3.070
H -6.158 1.181 1.710
H -6.280 1.571 -0.011
H -6.153 2.860 1.184
H -3.305 1.705 3.200
H -3.444 3.376 2.668
H -2.014 2.443 2.240
H -3.697 2.474 -1.619
H -2.248 2.900 -0.699
H -3.696 3.898 -0.584
H -5.361 -3.610 1.330
H -6.129 -2.151 1.975
H -5.632 -3.442 3.061
H -2.409 -4.083 1.514
H -2.356 -4.028 3.274
H -1.317 -2.963 2.333
H -4.453 -0.394 4.005
H -2.694 -0.553 4.101
H -3.735 -1.772 4.826
*
```



No. 11
C39H36GeIN9NaS3 | ωB97M-V/def2-TZVPD

Summary:
Max |F| (eV/A): 1.2
E (a.u.): -5732.13113

Structure (ORCA input):
```
! RIJCOSX wB97M-V def2-TZVPD def2/J DEFGRID3
* xyz -2 2
Na 1.216 -0.040 1.855
C 1.855 4.597 2.875
N 2.936 3.977 2.117
C 4.116 3.761 2.954
C 2.553 2.900 1.321
N 1.436 2.326 1.278
N 3.583 2.520 0.427
C 3.881 1.234 0.039
N 4.812 1.214 -1.010
N 3.373 0.213 0.600
H 2.245 5.509 3.327
H 1.457 3.942 3.659
H 1.041 4.861 2.200
H 4.581 4.722 3.184
H 4.838 3.134 2.437
H 3.843 3.266 3.893
H 0.843 2.562 2.078
H 3.994 3.277 -0.094
H 5.506 1.947 -0.981
H 5.235 0.308 -1.142
H 3.790 -0.650 0.269
S 2.171 -0.537 4.353
C 1.391 0.880 4.972
S -0.090 1.490 4.301
C 1.975 1.563 6.056
C 3.190 1.143 6.663
N 4.178 0.875 7.202
C 1.421 2.767 6.574
N 1.034 3.752 7.042
S -1.693 -3.738 2.176
C -2.210 -2.383 3.091
C -1.774 -1.209 2.589
C -0.972 -1.336 1.378
C -0.815 -2.703 1.054
C 0.008 -3.320 0.072
C -0.084 -4.717 -0.194
C 0.763 -5.303 -1.090
C 1.727 -4.511 -1.743
C 1.731 -3.160 -1.446
N 0.913 -2.549 -0.598
H -2.779 -2.546 3.992
H -1.941 -0.264 3.087
H -0.838 -5.303 0.315
H 0.694 -6.366 -1.289
H 2.436 -4.930 -2.443
H 2.465 -2.518 -1.922
C -1.882 1.682 0.806
Ge -1.770 -0.103 -0.008
C -1.466 0.348 -1.938
C -1.679 1.660 -2.362
C -1.485 2.033 -3.684
C -1.065 1.099 -4.620
C -0.848 -0.211 -4.219
C -1.041 -0.576 -2.894
C -3.690 -0.749 -0.178
C -4.696 0.020 0.357
C -6.052 -0.368 0.320
C -6.415 -1.550 -0.255
C -5.428 -2.396 -0.806
C -5.771 -3.644 -1.391
C -4.818 -4.469 -1.905
C -3.455 -4.087 -1.853
C -3.105 -2.894 -1.297
C -4.068 -1.998 -0.761
H -2.782 2.236 0.540
H -1.016 2.251 0.466
H -1.811 1.608 1.891
H -1.997 2.408 -1.649
H -1.648 3.063 -3.982
H -0.898 1.392 -5.650
H -0.505 -0.946 -4.938
H -0.824 -1.596 -2.600
H -4.447 0.958 0.836
H -6.806 0.276 0.757
H -7.455 -1.860 -0.282
H -6.816 -3.936 -1.411
H -5.095 -5.422 -2.341
H -2.690 -4.751 -2.234
H -2.063 -2.623 -1.223
I 1.565 4.362 -2.429
C 1.968 2.348 -2.923
C 2.602 2.076 -4.129
C 2.881 0.747 -4.389
C 2.522 -0.216 -3.459
C 1.879 0.176 -2.293
N 1.609 1.460 -2.040
H 2.855 2.866 -4.821
H 3.373 0.467 -5.313
H 2.722 -1.261 -3.645
H 1.573 -0.538 -1.528
*
```



Copy entry 3 word for word.
C4H12N2O | ωB97M-V/def2-TZVPD

Summary:
SMILES: CCC/N=C\N.O
Max |F| (eV/A): 2.7
E (a.u.): -344.28883

Structure (ORCA input):
```
! RIJCOSX wB97M-V def2-TZVPD def2/J DEFGRID3
* xyz 0 1
C -2.083 2.236 -0.516
C -0.989 1.186 -0.641
C -0.666 0.670 0.776
N 0.215 -0.497 0.951
C 0.583 -1.639 0.586
N -0.065 -2.624 -0.106
H -1.704 3.254 -0.274
H -2.946 1.832 0.057
H -2.572 2.474 -1.480
H -0.150 1.477 -1.255
H -1.564 0.364 -1.102
H -0.302 1.451 1.429
H -1.611 0.257 1.147
H 1.582 -1.931 0.957
H -1.004 -2.940 0.053
H 0.575 -3.366 -0.344
O 2.740 0.396 -0.562
H 2.256 1.074 -0.079
H 2.831 0.705 -1.474
*
```



E of number 11 (C39H36GeIN9NaS3)?
-5732.13113 a.u.



Which of these has the highest max |F|?
C5H4LiO6Pr